Formula: C6H4O
Source: OMol25
Level of theory: wB97M-V/def2-TZVPD

Summary:
HOMO (hartree): -0.389
Gap between HOMO and LUMO (eV): 9.6
Multiplicity: 1

Positions of all 11 atoms, in Å:
C  1.09711  2.14662  -0.29951
C  0.66701  0.75652  -0.18446
C  0.30959  -0.39113  -0.07528
C  -0.16170  -1.75646  0.07168
O  0.54216  -2.72671  -0.09731
C  -2.32466  -0.90477  0.92053
C  -1.60233  -1.89191  0.45592
H  1.64066  2.30651  -1.23558
H  1.76363  2.40230  0.52993
H  0.23738  2.82253  -0.27480
H  -2.05662  -2.88248  0.40246

Now the natural (NBO) charges, all in e: number 1, C, carries -0.70; number 2, C, carries 0.14; number 3, C, carries -0.17; number 4, C, carries 0.52; number 5, O, carries -0.48; number 6, C, carries 0.34; number 7, C, carries -0.69; number 8, H, carries 0.25; number 9, H, carries 0.25; number 10, H, carries 0.25; number 11, H, carries 0.31

Formula: C35H35N4O3PPd
Source: OMol25
Level of theory: wB97M-V/def2-TZVPD

Summary:
HOMO (alpha / beta) (hartree): -0.618 / -0.618
Gap between HOMO and LUMO (alpha / beta) (eV): 5.5 / 5.7
Multiplicity: 2
Total charge: +3

Positions of all 79 atoms, in Å:
Pd  -0.01766  0.03122  0.17980
C  4.89332  -0.23621  -0.42988
C  3.42261  -0.22434  -0.01350
C  2.78754  1.07658  -0.48439
C  2.68240  -1.43257  -0.60862
C  3.33569  -2.77394  -0.26642
O  2.25244  -3.57787  0.22909
C  1.15749  -2.85533  0.30659
N  1.30772  -1.62106  -0.10734
C  -0.01553  -3.54638  0.78821
C  0.20256  -4.80945  1.36698
C  -0.83924  -5.61090  1.78324
C  -2.14968  -5.18294  1.61885
C  -2.39175  -3.94062  1.05202
C  -1.34998  -3.10630  0.65823
P  -1.77167  -1.55869  -0.16214
C  -3.39292  -0.98349  0.30197
C  -4.05110  -0.15396  -0.62428
C  -5.28656  0.37212  -0.30691
C  -5.85895  0.11489  0.93565
C  -5.19283  -0.67845  1.87072
C  -3.95493  -1.20729  1.57035
C  -1.78486  -1.88070  -1.93937
C  -0.84340  -1.28396  -2.78049
C  -0.86838  -1.56162  -4.13620
C  -1.81528  -2.44277  -4.64228
C  -2.75546  -3.03159  -3.80273
C  -2.74562  -2.75621  -2.44716
H  5.40667  0.61992  0.00668
H  4.99070  -0.16296  -1.51507
H  5.42061  -1.13042  -0.10112
H  3.35050  -0.30387  1.07794
H  2.94411  1.20863  -1.55608
H  3.22812  1.93071  0.02933
H  1.70224  1.09520  -0.29656
H  2.64510  -1.28221  -1.69443
H  4.08923  -2.69808  0.51752
H  3.78063  -3.27392  -1.12299
H  1.22254  -5.14356  1.48775
H  -0.63816  -6.57951  2.22057
H  -2.97579  -5.81254  1.91974
H  -3.41625  -3.63320  0.89667
H  -3.60483  0.04780  -1.59040
H  -5.81146  0.98547  -1.02662
H  -6.82346  0.53752  1.18441
H  -5.64247  -0.87730  2.83417
H  -3.44557  -1.81883  2.30426
H  -0.11328  -0.59115  -2.37321
H  -0.15934  -1.09300  -4.80513
H  -1.81543  -2.68014  -5.69756
H  -3.49538  -3.70903  -4.20665
H  -3.47540  -3.21466  -1.79074
N  1.16205  0.54071  7.40990
C  0.13928  0.05386  6.69082
O  -0.84040  -0.47150  7.17746
C  0.20393  0.15622  5.18249
C  1.24604  0.69840  4.43409
C  1.15927  0.69037  3.05532
N  0.10855  0.18482  2.40444
C  -0.90764  -0.32118  3.11898
C  -0.89524  -0.35188  4.49210
H  1.10342  0.46645  8.41372
H  1.97291  0.97902  7.01676
H  2.12846  1.12645  4.88761
H  1.95438  1.10792  2.44954
H  -1.75546  -0.69362  2.56411
H  -1.72009  -0.76296  5.05821
O  -0.67083  2.04506  -0.29381
N  -0.46865  3.34670  -0.14954
C  0.08239  4.03618  -1.16540
C  0.29635  5.39189  -1.05603
C  -0.05832  6.05263  0.11241
C  -0.64219  5.32173  1.13853
C  -0.84043  3.96851  0.98498
H  0.32557  3.46573  -2.04854
H  0.74415  5.92440  -1.88271
H  0.11271  7.11466  0.21905
H  -0.94301  5.80120  2.05898
H  -1.29617  3.34288  1.73712

Now the Mulliken charges, all in e: number 1, Pd, carries 0.17; number 2, C, carries -1.63; number 3, C, carries 0.71; number 4, C, carries -0.54; number 5, C, carries -0.71; number 6, C, carries -0.62; number 7, O, carries -0.39; number 8, C, carries 0.35; number 9, N, carries 1.21; number 10, C, carries -0.40; number 11, C, carries -1.06; number 12, C, carries -0.88; number 13, C, carries -0.79; number 14, C, carries -1.18; number 15, C, carries 1.41; number 16, P, carries 1.55; number 17, C, carries 1.36; number 18, C, carries -1.03; number 19, C, carries -0.79; number 20, C, carries -0.60; number 21, C, carries -1.13; number 22, C, carries -0.18; number 23, C, carries 0.56; number 24, C, carries 0.07; number 25, C, carries -0.97; number 26, C, carries -0.55; number 27, C, carries -0.87; number 28, C, carries -0.25; number 29, H, carries 0.45; number 30, H, carries 0.41; number 31, H, carries 0.40; number 32, H, carries 0.09; number 33, H, carries 0.52; number 34, H, carries 0.48; number 35, H, carries -0.32; number 36, H, carries 0.43; number 37, H, carries 0.41; number 38, H, carries 0.29; number 39, H, carries 0.60; number 40, H, carries 0.46; number 41, H, carries 0.50; number 42, H, carries 0.60; number 43, H, carries 0.48; number 44, H, carries 0.49; number 45, H, carries 0.46; number 46, H, carries 0.49; number 47, H, carries 0.61; number 48, H, carries 0.54; number 49, H, carries 0.48; number 50, H, carries 0.45; number 51, H, carries 0.48; number 52, H, carries 0.42; number 53, N, carries -0.29; number 54, C, carries 0.27; number 55, O, carries -0.58; number 56, C, carries 0.88; number 57, C, carries -0.84; number 58, C, carries -1.01; number 59, N, carries 0.42; number 60, C, carries -1.00; number 61, C, carries -0.62; number 62, H, carries 0.26; number 63, H, carries 0.13; number 64, H, carries 0.35; number 65, H, carries 0.61; number 66, H, carries 0.73; number 67, H, carries 0.61; number 68, O, carries -0.52; number 69, N, carries 0.08; number 70, C, carries -0.02; number 71, C, carries -0.83; number 72, C, carries -0.15; number 73, C, carries -0.85; number 74, C, carries -0.04; number 75, H, carries 0.49; number 76, H, carries 0.44; number 77, H, carries 0.44; number 78, H, carries 0.44; number 79, H, carries 0.53

Formula: C16H22N4O4S
Source: OMol25
Level of theory: wB97M-V/def2-TZVPD

Summary:
HOMO (hartree): -0.304
Gap between HOMO and LUMO (eV): 7.7
SMILES: O=[N+]([O-])c1cc(S(=O)(=O)N2CCCC2)ccc1NN=C1CCCCC1
Multiplicity: 1

Positions of all 47 atoms, in Å:
O  -1.35717  -3.10536  -0.03931
N  -0.14521  -2.93573  0.09013
O  0.66291  -3.82553  -0.07793
C  0.32912  -1.64705  0.44243
C  1.70877  -1.50246  0.63658
C  2.23903  -0.28606  0.96752
C  1.41550  0.83085  1.11426
C  0.06407  0.71421  0.93602
C  -0.52584  -0.52409  0.59615
N  -1.86039  -0.60603  0.42637
N  -2.64800  0.48445  0.56685
C  -3.91022  0.38792  0.43466
C  -4.71690  1.63913  0.56173
H  -5.24588  1.63988  1.51779
C  -5.72722  1.69431  -0.58571
C  -6.70707  0.51048  -0.53652
C  -6.17603  -0.64380  0.31826
H  -6.71882  -1.55845  0.07423
H  -6.35339  -0.43336  1.37477
C  -4.68168  -0.85971  0.10421
H  -4.33735  -1.69593  0.72066
H  -4.49219  -1.12756  -0.94124
H  -7.66604  0.83258  -0.12784
H  -6.89165  0.15471  -1.55142
H  -5.17275  1.68027  -1.52595
H  -6.27382  2.63676  -0.54448
H  -4.05248  2.50250  0.54275
H  -2.24792  -1.52340  0.19387
H  -0.59954  1.55547  1.05110
H  1.87154  1.76900  1.38640
S  4.00870  -0.09885  1.15207
O  4.25006  1.03819  1.99452
O  4.56341  -1.36776  1.52519
N  4.40380  0.27944  -0.43876
C  5.16200  -0.73435  -1.14954
H  4.81806  -0.76176  -2.18835
H  4.99745  -1.70102  -0.67992
C  6.60922  -0.25369  -1.05659
H  6.99632  -0.49288  -0.06565
H  7.25257  -0.70188  -1.81059
C  6.46069  1.26033  -1.22320
H  7.23332  1.81100  -0.69142
H  6.50909  1.52887  -2.27886
C  5.05595  1.56264  -0.66429
H  4.45754  2.14177  -1.37387
H  5.08970  2.09745  0.28486
H  2.34873  -2.36550  0.53807

Now the natural (NBO) charges, all in e: number 1, O, carries -0.44; number 2, N, carries 0.52; number 3, O, carries -0.37; number 4, C, carries -0.01; number 5, C, carries -0.13; number 6, C, carries -0.39; number 7, C, carries -0.12; number 8, C, carries -0.27; number 9, C, carries 0.22; number 10, N, carries -0.42; number 11, N, carries -0.27; number 12, C, carries 0.28; number 13, C, carries -0.43; number 14, H, carries 0.21; number 15, C, carries -0.40; number 16, C, carries -0.40; number 17, C, carries -0.39; number 18, H, carries 0.22; number 19, H, carries 0.20; number 20, C, carries -0.50; number 21, H, carries 0.23; number 22, H, carries 0.23; number 23, H, carries 0.21; number 24, H, carries 0.20; number 25, H, carries 0.20; number 26, H, carries 0.22; number 27, H, carries 0.23; number 28, H, carries 0.42; number 29, H, carries 0.25; number 30, H, carries 0.24; number 31, S, carries 2.32; number 32, O, carries -0.94; number 33, O, carries -0.94; number 34, N, carries -0.68; number 35, C, carries -0.23; number 36, H, carries 0.19; number 37, H, carries 0.24; number 38, C, carries -0.42; number 39, H, carries 0.21; number 40, H, carries 0.22; number 41, C, carries -0.42; number 42, H, carries 0.22; number 43, H, carries 0.20; number 44, C, carries -0.24; number 45, H, carries 0.19; number 46, H, carries 0.24; number 47, H, carries 0.27

Formula: C4H12O3
Source: OMol25
Level of theory: wB97M-V/def2-TZVPD

Summary:
HOMO (hartree): -0.329
Gap between HOMO and LUMO (eV): 9.3
SMILES: C=CC=C.O.O.O
Multiplicity: 1

Positions of all 19 atoms, in Å:
C  2.05432  -1.16446  -2.29138
C  0.67549  -1.23503  -2.40716
C  -0.26680  -0.90339  -1.24126
C  -1.50718  -0.42212  -1.44269
H  2.53104  -0.84795  -1.31534
H  2.64353  -1.49075  -3.09472
H  0.26106  -1.73869  -3.32784
H  -0.11114  -1.39912  -0.29052
H  -2.23525  -0.42425  -0.65594
H  -1.89646  0.00964  -2.35424
H  0.09594  -0.41689  2.10402
H  -1.21178  -1.20406  2.46846
O  -0.81367  -0.56432  1.83444
H  -2.00781  1.14460  3.51287
H  -3.18120  1.51729  2.60135
O  -2.44467  1.89674  3.09965
H  1.88448  2.38186  0.41702
H  2.88924  2.71656  1.55190
O  2.64087  2.14433  0.83139

Now the natural (NBO) charges, all in e: number 1, C, carries -0.38; number 2, C, carries -0.22; number 3, C, carries -0.24; number 4, C, carries -0.36; number 5, H, carries 0.20; number 6, H, carries 0.19; number 7, H, carries 0.21; number 8, H, carries 0.22; number 9, H, carries 0.19; number 10, H, carries 0.19; number 11, H, carries 0.48; number 12, H, carries 0.47; number 13, O, carries -0.95; number 14, H, carries 0.47; number 15, H, carries 0.47; number 16, O, carries -0.94; number 17, H, carries 0.47; number 18, H, carries 0.48; number 19, O, carries -0.95